# 1
Formula: C26H51Cl15O12
Source: OMol25
Level of theory: the ωB97M-V functional and the def2-TZVPD basis

```
104
Properties=species:S:1:pos:R:3:forces:R:3
C -0.175 0.365 -3.681 -1.253 -1.251 0.513
O -1.612 0.506 -3.580 0.724 -0.070 -0.321
C -2.244 0.512 -4.853 -1.145 -0.599 0.363
C -2.317 -0.868 -5.534 -0.207 0.498 -0.215
O -1.150 -1.137 -6.315 -0.221 0.938 0.319
C -1.026 -2.479 -6.698 -1.017 -0.150 0.497
C -0.231 -3.245 -5.721 2.127 0.185 -0.314
O -0.921 -3.419 -4.540 0.032 0.023 1.453
C -0.042 -3.819 -3.485 -0.388 -1.274 0.507
H 0.146 1.138 -4.314 0.888 1.083 -0.862
H 0.073 -0.613 -4.121 0.047 0.291 0.186
H 0.241 0.467 -2.682 -0.059 0.023 -0.107
H -1.820 1.272 -5.485 0.451 0.297 -0.478
H -3.291 0.822 -4.653 0.521 -0.203 -0.044
H -3.217 -0.858 -6.232 0.820 -0.281 0.933
H -2.384 -1.609 -4.715 -0.366 0.180 -0.614
H -0.555 -2.490 -7.674 -0.206 -0.273 -0.295
H -1.999 -2.971 -6.612 -0.354 0.083 -1.013
H 0.670 -2.644 -5.537 0.258 -0.170 0.079
H 0.096 -4.203 -6.149 -0.072 -0.111 0.008
H -0.675 -4.092 -2.625 0.042 0.029 -0.431
H 0.630 -3.028 -3.062 -0.177 -0.497 -1.014
H 0.474 -4.786 -3.809 -0.104 1.405 0.489
C 1.390 1.815 6.121 -0.330 1.785 0.662
O 0.873 1.998 4.803 -0.017 -0.738 0.369
C 0.025 3.119 4.758 -1.724 0.571 0.290
C -0.779 3.153 3.429 0.460 0.791 0.441
O 0.045 3.423 2.292 0.045 -0.127 0.082
C -0.231 4.650 1.626 1.677 -0.010 -0.332
C 1.058 5.450 1.414 0.040 0.767 -0.447
O 1.688 5.586 2.662 0.000 0.273 0.224
C 2.963 6.217 2.671 -0.321 -1.753 -1.364
H 2.302 1.200 6.092 -0.551 0.107 -0.022
H 0.609 1.456 6.845 0.598 -0.239 -0.796
H 1.632 2.852 6.535 0.212 -1.214 -0.430
H 0.645 3.998 4.835 0.190 0.652 0.024
H -0.711 3.145 5.656 0.930 -0.268 -1.346
H -1.708 3.777 3.435 1.052 0.028 0.318
H -1.162 2.195 3.268 -0.601 -1.823 -0.109
H -0.780 5.225 2.327 -1.201 0.802 0.146
H -0.675 4.456 0.639 -0.321 0.258 0.540
H 0.793 6.482 0.964 0.307 -1.405 0.536
H 1.753 4.942 0.736 -0.138 -0.043 -0.262
H 3.135 6.376 3.688 0.812 0.076 1.606
H 2.955 7.170 2.204 -0.170 1.008 -0.750
H 3.752 5.575 2.182 -0.682 0.541 0.554
C 0.166 -6.659 -0.193 0.395 -0.244 0.741
O 1.253 -5.870 0.251 0.426 -0.833 -0.357
C 1.019 -4.851 1.150 -0.369 -0.258 1.236
C 2.311 -4.078 1.244 -0.039 0.924 -1.151
O 2.569 -3.554 -0.151 -1.212 -0.886 2.752
C 3.842 -3.048 -0.279 1.403 0.728 0.296
C 4.128 -2.811 -1.765 0.544 0.833 0.731
O 3.513 -1.581 -2.264 1.938 -0.551 0.356
C 4.482 -0.491 -2.065 -1.973 -0.576 0.264
H -0.021 -7.553 0.510 0.250 1.162 -1.135
H 0.494 -6.945 -1.209 -0.691 -0.328 0.536
H -0.720 -6.018 -0.214 -0.263 -0.285 -0.257
H 0.574 -5.236 2.129 1.016 0.425 -0.698
H 0.282 -4.146 0.811 -0.732 0.415 -0.641
H 3.141 -4.700 1.576 0.155 -0.141 -0.286
H 2.213 -3.250 1.971 0.031 -0.067 -0.441
H 4.598 -3.734 0.159 -0.220 -0.186 -0.505
H 4.051 -2.119 0.333 -0.614 -0.368 -0.638
H 3.768 -3.679 -2.329 -0.003 0.359 -0.064
H 5.251 -2.743 -1.812 -0.929 -0.040 -0.472
H 4.565 -0.343 -0.986 0.994 -0.406 0.123
H 3.906 0.412 -2.286 0.481 -0.021 -0.945
H 5.423 -0.683 -2.638 -0.770 0.471 0.576
Cl 4.338 2.785 3.314 -0.551 -0.308 -0.342
C 3.147 1.973 2.223 -0.567 0.310 1.352
Cl 3.269 0.190 2.468 -0.308 0.514 0.351
Cl 3.535 2.281 0.575 0.067 0.490 -0.868
H 2.119 2.401 2.479 1.299 -0.879 -0.277
Cl -4.326 2.690 4.944 0.178 -0.418 -0.293
C -4.801 1.846 3.436 -0.610 0.280 0.212
Cl -4.396 0.116 3.425 0.104 0.558 0.099
Cl -4.164 2.688 2.027 0.031 -0.217 0.125
H -5.890 1.938 3.423 0.348 -0.190 -0.166
Cl -0.629 -3.149 5.346 -1.438 0.345 0.257
C -2.435 -3.107 5.206 0.024 -1.576 -1.538
Cl -3.152 -4.688 5.694 0.467 0.634 0.136
Cl -2.821 -2.991 3.375 0.253 0.488 1.694
H -2.968 -2.369 5.821 0.731 0.133 -0.632
Cl -3.771 3.522 -3.327 0.213 0.090 0.352
C -4.228 4.299 -1.810 -0.348 1.049 -0.379
Cl -5.740 3.581 -1.231 0.457 0.103 0.188
Cl -4.518 6.092 -2.117 0.233 -0.970 0.216
H -3.414 4.264 -1.072 -0.448 -0.397 -0.364
Cl -4.147 0.016 -0.531 0.439 -0.259 -0.119
C -3.301 -0.967 -1.765 0.786 1.183 0.323
Cl -4.512 -1.606 -2.847 0.115 -0.664 -0.040
Cl -2.198 -2.182 -0.936 -0.896 0.552 -0.655
H -2.631 -0.283 -2.373 -0.671 -0.951 0.883
O -1.503 2.781 -0.505 -0.155 0.466 -0.437
C -0.889 1.863 -0.042 -0.492 1.853 -1.660
O 0.258 1.417 -0.548 0.379 -0.370 -0.301
C 0.588 0.213 0.133 0.531 1.658 2.159
C -0.311 0.289 1.375 2.705 -0.066 -0.182
O -1.307 1.213 0.993 -0.334 -1.563 2.131
H 0.357 -0.646 -0.370 -0.417 -1.938 -2.116
H 1.627 0.227 0.453 0.024 -0.031 -0.492
H 0.417 0.595 2.164 -1.499 0.398 0.192
H -0.649 -0.699 1.549 -1.071 -0.631 0.594
```
Forces are in eV/Å.

Gap between HOMO and LUMO = 9.6 eV
Lowest unoccupied orbital energy = 0.186 eV
Total energy = -240188.3472 eV
Structure (SMILES) = COCCOCCOC.COCCOCCOC.COCCOCCOC.ClC(Cl)Cl.ClC(Cl)Cl.ClC(Cl)Cl.ClC(Cl)Cl.ClC(Cl)Cl.O=C1OCCO1
Molecular weight = 1087.48 g/mol

# 2
Formula: C26H51Cl5N4O3P2SiTi
Source: OMol25
Level of theory: the ωB97M-V functional and the def2-TZVPD basis

```
93
Properties=species:S:1:pos:R:3:forces:R:3
Ti -0.091 0.116 0.098 -0.024 -0.276 0.122
C 2.482 -2.661 3.675 -0.075 0.021 -0.026
N 3.085 -2.647 2.342 0.004 -0.060 0.018
C 4.231 -3.535 2.194 -0.009 0.001 -0.009
P 2.165 -2.322 1.021 -0.147 -0.149 -0.187
O 1.029 -1.442 1.371 0.011 0.207 -0.032
O 3.244 -1.627 0.020 -0.006 -0.175 -0.144
P 3.253 -0.064 -0.305 -0.137 0.101 -0.036
O 1.880 0.519 -0.319 -0.014 0.089 0.184
N 4.155 0.603 0.881 0.164 0.187 -0.265
C 4.017 2.022 1.225 -0.082 -0.088 0.027
C 5.499 0.074 1.108 -0.049 -0.002 0.005
N 3.992 -0.013 -1.767 0.271 0.014 0.190
C 3.759 -1.022 -2.797 -0.130 -0.001 -0.011
C 4.096 1.351 -2.309 -0.053 -0.002 0.071
N 1.712 -3.616 0.125 0.004 0.041 0.201
C 0.478 -4.307 0.517 0.051 0.022 -0.049
C 2.612 -4.428 -0.676 0.074 0.053 -0.039
H 3.216 -2.303 4.398 -0.007 0.001 0.003
H 2.170 -3.670 3.961 0.006 0.008 0.005
H 1.618 -2.000 3.698 0.082 -0.078 0.011
H 4.986 -3.272 2.937 -0.003 0.005 0.009
H 4.682 -3.425 1.207 -0.018 -0.002 0.018
H 3.958 -4.586 2.339 0.005 0.009 0.000
H 3.014 2.368 0.992 0.076 0.004 -0.025
H 4.750 2.630 0.685 -0.010 0.004 0.022
H 4.187 2.137 2.296 -0.021 0.015 0.003
H 5.506 -1.008 0.990 0.010 0.002 -0.024
H 5.793 0.306 2.132 -0.007 -0.005 0.004
H 6.231 0.513 0.422 -0.019 -0.004 0.016
H 3.838 -2.020 -2.375 -0.030 -0.019 0.025
H 4.529 -0.913 -3.560 0.000 0.003 0.005
H 2.778 -0.907 -3.271 0.022 -0.008 0.012
H 4.268 2.072 -1.508 0.009 -0.047 -0.034
H 3.175 1.642 -2.823 0.035 0.007 -0.023
H 4.937 1.393 -3.000 -0.010 0.012 -0.012
H -0.176 -3.626 1.052 -0.013 -0.005 0.032
H 0.697 -5.186 1.132 -0.009 0.025 0.002
H -0.047 -4.622 -0.385 -0.002 0.002 -0.007
H 3.511 -3.870 -0.931 0.005 -0.009 -0.010
H 2.110 -4.708 -1.604 -0.001 -0.001 0.003
H 2.906 -5.344 -0.153 -0.006 0.008 0.001
Cl 1.202 3.585 -0.708 -0.029 -0.063 -0.018
C 0.005 2.863 -1.778 0.192 -0.071 0.380
C -0.514 1.597 -1.473 -0.031 0.366 -0.404
C -1.419 1.209 -2.410 0.050 -0.194 0.180
Cl -1.292 -1.598 -0.823 -0.030 -0.023 0.039
C -1.886 1.851 -3.517 0.087 0.056 0.034
Cl -3.074 1.137 -4.550 -0.028 -0.002 -0.035
C -1.347 3.112 -3.767 -0.062 -0.035 -0.025
Cl -1.854 4.021 -5.139 0.011 0.024 -0.009
C -0.387 3.617 -2.882 -0.086 -0.001 -0.142
Cl 0.292 5.175 -3.182 0.006 0.020 -0.021
C -3.911 2.670 2.754 -0.045 -0.005 0.004
C -2.839 2.350 1.704 0.010 0.088 -0.028
C -2.069 3.648 1.415 -0.017 0.068 0.008
C -3.563 2.001 0.392 0.020 0.019 0.012
Si -1.574 0.947 2.192 0.036 -0.164 -0.071
C -0.289 1.654 3.497 0.056 0.041 0.036
C -0.866 2.501 4.636 -0.040 -0.002 0.053
C 0.534 0.520 4.125 0.006 0.019 -0.025
C 0.735 2.512 2.744 0.067 0.057 -0.047
C -2.545 -0.545 3.018 -0.081 0.008 0.019
C -3.021 -0.263 4.451 0.018 -0.041 0.024
C -1.683 -1.816 3.043 0.064 -0.004 0.034
C -3.786 -0.915 2.191 -0.006 0.014 -0.082
H -4.491 3.541 2.421 0.007 -0.015 0.013
H -3.498 2.910 3.735 0.052 0.003 -0.002
H -4.618 1.850 2.883 0.017 -0.006 0.005
H -2.753 4.388 0.982 -0.001 -0.018 0.007
H -1.263 3.491 0.694 -0.014 -0.008 -0.027
H -1.636 4.097 2.311 -0.069 -0.031 -0.029
H -4.243 2.822 0.131 0.005 -0.017 0.004
H -4.158 1.092 0.449 -0.014 -0.071 0.052
H -2.861 1.887 -0.435 -0.032 -0.002 0.055
H -1.590 1.951 5.239 0.010 0.021 -0.024
H -1.353 3.410 4.279 0.007 -0.030 -0.020
H -0.053 2.813 5.306 -0.021 0.006 -0.006
H -0.051 -0.123 4.782 -0.053 0.006 0.026
H 1.341 0.954 4.730 -0.007 -0.005 -0.003
H 0.994 -0.103 3.354 -0.051 0.074 0.024
H 0.300 3.380 2.253 0.060 -0.045 0.037
H 1.244 1.922 1.974 -0.028 -0.018 0.003
H 1.509 2.868 3.439 -0.024 -0.008 -0.009
H -2.196 -0.143 5.153 0.047 -0.015 -0.016
H -3.624 -1.110 4.807 0.013 0.013 -0.008
H -3.644 0.629 4.520 0.005 -0.002 -0.033
H -0.754 -1.695 3.602 -0.041 -0.015 -0.037
H -1.426 -2.132 2.030 -0.025 0.023 0.020
H -2.252 -2.628 3.515 0.010 0.008 -0.004
H -4.566 -0.156 2.245 0.008 0.038 -0.021
H -4.215 -1.844 2.587 0.008 0.020 -0.006
H -3.545 -1.088 1.139 0.014 0.013 0.026
```
Forces are in eV/Å.

Gap between HOMO and LUMO (alpha / beta) = 7.2 / 7.0 eV
Lowest unoccupied orbital energy (alpha / beta) = 0.027 / 0.022 eV
⟨S²⟩ = 2.023
Total energy = -152080.3246 eV
Molecular weight = 782.89 g/mol
2S+1 = 3
Relative energy (zero: lowest compared OMol25 entry of this formula, charge and spin) = 0.00 kJ/mol